This record from OMol25 describes 2 unconnected molecules or ions with the total composition C2HBrFOS2. The level of theory is ωB97M-V/def2-TZVPD.

energy relative to the best compared isomer or geometry (same formula, charge and spin) = 2.592 eV
E_HOMO (spin up / spin down) = -4.5 / -4.5 eV
charge = -1

Positions of all 8 atoms, in Å:
1 Br 2.56 1.51 0.28
2 S 1.41 -0.33 -0.59
3 S -0.70 -0.21 1.81
4 F 0.51 -1.72 -1.37
5 O -2.30 -0.92 -0.31
6 C -0.08 0.20 0.12
7 C -1.32 -0.47 0.17
8 H -0.08 1.93 -0.12

Mulliken analysis output, partial charges in e: atom 1 (Br): -0.496, atom 2 (S): 0.214, atom 3 (S): -0.152, atom 4 (F): -0.529, atom 5 (O): -0.450, atom 6 (C): -0.205, atom 7 (C): 0.401, atom 8 (H): 0.218

***

This record from OMol25 describes a single C2HBrOS2 molecule. The level of theory is ωB97M-V/def2-TZVPD.

energy relative to the best compared isomer or geometry (same formula, charge and spin) = 0.933 eV
E_HOMO = -9.2 eV

Positions of all 7 atoms, in Å:
1 Br 2.72 -0.98 0.20
2 S 0.07 -0.95 -0.14
3 S -1.74 1.37 0.40
4 O 1.46 1.40 -0.48
5 C 1.28 0.27 -0.22
6 C -1.52 -0.20 0.14
7 H -2.27 -0.90 0.10

Mulliken analysis output, partial charges in e: atom 1 (Br): -0.210, atom 2 (S): 0.034, atom 3 (S): -0.183, atom 4 (O): -0.336, atom 5 (C): 0.567, atom 6 (C): -0.230, atom 7 (H): 0.358

***

This record from OMol25 describes 3 unconnected molecules or ions with the total composition C2HCl2NO3. The level of theory is ωB97M-V/def2-TZVPD.

energy relative to the best compared isomer or geometry (same formula, charge and spin) = 0.605 eV
E_HOMO = -2.1 eV
charge = -2

Positions of all 9 atoms, in Å:
1 Cl 10.17 0.78 -0.11
2 Cl -1.36 -3.31 -0.15
3 O -1.13 2.23 0.20
4 O -1.45 -0.21 -0.35
5 O -1.89 1.88 -1.94
6 N -1.06 -0.85 0.70
7 C -1.51 1.82 -0.84
8 C -0.92 -2.09 1.07
9 H -0.85 -0.25 1.43

Results of the Mulliken charge analysis, in e, for atoms 1 through 8: atom 1 (Cl): -1.000, atom 2 (Cl): -0.209, atom 3 (O): -0.492, atom 4 (O): -0.713, atom 5 (O): -0.435, atom 6 (N): 0.346, atom 7 (C): 0.803, atom 8 (C): -0.473

***

Table of molar mass (g/mol), in record order: 204.1; 185.1; 157.9
Table of maximum force (eV/A), in record order: 4.79; 3.80; 3.21